# 1
13
Properties=species:S:1:pos:R:3:mulliken_charge:R:1 method="wB97M-V/def2-TZVPD" charge=-1 max_force_ha_per_bohr=0.07862 de_lowest_ev=2.227 spin_multiplicity=1 homo_lumo_gap_ev=8.36 energy_ev=-22217.3430 homo_ha=-0.1814 smiles="O=S(=O)([O-])[C@H]1C[C@@H]1O" e_lumo_ev=3.4
O 0.49 -2.61 0.95 -0.69
S -0.88 -2.26 0.87 1.15
O -1.62 -2.31 2.16 -0.70
O -1.61 -2.88 -0.27 -0.69
C -0.81 -0.51 0.41 -0.26
C 0.52 0.25 0.87 -0.90
C 0.24 -0.13 -0.62 0.11
O 0.16 0.95 -1.60 -0.58
H -1.78 -0.10 0.41 0.34
H 1.03 -0.52 1.34 0.41
H 0.36 1.21 1.33 0.26
H 0.89 -0.94 -1.12 0.26
H -0.03 1.86 -1.20 0.29



# 2
14
Properties=species:S:1:pos:R:3:mulliken_charge:R:1 method="wB97M-V/def2-TZVPD" charge=-1 max_force_ha_per_bohr=0.11767 de_lowest_ev=2.630 spin_multiplicity=1 homo_lumo_gap_ev=9.12 energy_ev=-24264.3515 homo_ha=-0.2044 smiles="CS(=O)(=O)[C@@H](O)C(=O)[O-]" e_lumo_ev=3.6
C -1.29 -0.18 -0.79 -1.07
S -0.70 -0.25 0.93 1.19
O -0.65 1.11 1.46 -0.67
O -1.64 -1.04 1.69 -0.65
C 0.89 -1.09 0.78 0.04
O 0.52 -2.73 1.25 -0.57
C 1.48 -1.02 -0.70 0.31
O 1.10 -1.86 -1.46 -0.65
O 2.24 -0.06 -0.81 -0.69
H -1.91 0.61 -0.88 0.45
H -0.35 -0.04 -1.49 0.32
H -1.91 -0.98 -1.09 0.35
H 1.67 -0.72 1.51 0.30
H 0.78 -3.00 0.27 0.36



# 3
16
Properties=species:S:1:pos:R:3:mulliken_spin:R:1 method="wB97M-V/def2-TZVPD" charge=-1 max_force_ha_per_bohr=0.11260 spin_multiplicity=3 s2=2.008 homo_lumo_gap_ev="5.62 / 7.90" energy_ev=-28355.4542 homo_ha="-0.0810 / -0.2384" e_lumo_ev="3.4 / 1.4"
C 0.01 -0.46 0.20 0.63
C -1.46 -1.93 0.39 0.53
C -0.64 0.45 -0.93 0.07
O -1.54 -4.12 1.91 0.10
O -0.27 -2.16 2.74 0.02
O -2.61 -1.94 2.64 0.04
O 1.55 -0.30 -0.09 0.06
O -0.18 0.16 1.40 0.08
O -2.14 -2.07 -0.53 0.34
O 0.02 1.67 -1.11 0.01
S -1.46 -2.62 2.12 0.12
H -1.58 0.46 -0.52 -0.01
H -0.57 -0.25 -1.76 0.00
H -0.28 -0.64 2.14 0.00
H 1.81 0.15 0.66 0.00
H 0.66 1.55 -0.38 0.01



# 4
11
Properties=species:S:1:pos:R:3:mulliken_charge:R:1 method="wB97M-V/def2-TZVPD" max_force_ha_per_bohr=0.05901 de_lowest_ev=3.701 spin_multiplicity=1 homo_lumo_gap_ev=8.37 energy_ev=-31053.0502 homo_ha=-0.3107 smiles="C=C=P.P#CP" e_lumo_ev=-0.1
C -2.17 0.74 -1.17 -0.39
C -1.00 1.11 -0.72 0.10
P 0.28 1.66 0.16 -0.27
H -2.77 0.04 -0.59 0.22
H -2.66 1.21 -1.92 0.30
H -0.63 2.75 0.73 0.04
P 3.17 0.14 -0.41 -0.14
C 2.16 -0.99 0.06 0.12
P 1.54 -2.41 0.87 -0.04
H 0.14 -2.18 0.87 0.03
H 1.95 -2.07 2.12 0.04



# 5
9
Properties=species:S:1:pos:R:3:mulliken_charge:R:1 method="wB97M-V/def2-TZVPD" max_force_ha_per_bohr=0.04978 de_lowest_ev=0.546 spin_multiplicity=1 homo_lumo_gap_ev=11.51 energy_ev=-3206.9129 homo_ha=-0.3709 smiles=C1CC1 e_lumo_ev=1.4
C 0.11 0.04 0.91 -0.50
C -0.51 0.52 -0.45 -0.40
C 0.52 -0.56 -0.38 -0.46
H -0.50 -0.54 1.54 0.25
H 0.60 0.88 1.33 0.25
H -0.28 1.52 -0.80 0.27
H -1.54 0.08 -0.64 0.18
H 0.14 -1.54 -0.72 0.19
H 1.48 -0.40 -0.79 0.23



# 6
22
Properties=species:S:1:pos:R:3:mulliken_spin:R:1 method="wB97M-V/def2-TZVPD" charge=-2 max_force_ha_per_bohr=0.03486 de_lowest_ev=1.748 spin_multiplicity=3 s2=2.037 homo_lumo_gap_ev="5.48 / 4.83" energy_ev=-53001.6023 homo_ha="-0.0532 / -0.0495" e_lumo_ev="4.0 / 3.5"
Pd -0.77 0.93 0.57 0.64
N 0.57 -0.65 -0.29 0.08
C 2.00 -0.43 -0.46 0.00
C 2.29 0.88 -1.17 -0.01
C 2.12 2.10 -0.27 -0.01
O 3.11 2.81 -0.05 0.01
O 0.95 2.31 0.19 0.07
H 0.37 -1.53 0.17 -0.01
H 0.13 -0.74 -1.21 0.00
H 2.45 -1.25 -1.01 0.00
H 2.46 -0.41 0.54 0.00
H 1.62 0.98 -2.03 0.00
H 3.31 0.88 -1.54 0.00
Te -1.40 2.95 2.08 0.37
Te -3.08 4.60 3.15 0.44
Te -5.61 1.89 1.67 0.17
Te -3.27 0.99 0.96 0.24
F -0.10 -3.54 0.05 0.00
B -1.47 -3.27 -0.26 0.00
F -1.64 -3.39 -1.65 0.00
F -2.29 -4.18 0.41 0.00
F -1.74 -1.95 0.14 0.01



# 7
15
Properties=species:S:1:pos:R:3:mulliken_charge:R:1 method="wB97M-V/def2-TZVPD" max_force_ha_per_bohr=0.03162 de_lowest_ev=0.368 spin_multiplicity=1 homo_lumo_gap_ev=9.91 energy_ev=-13566.1654 homo_ha=-0.3534 smiles="O=C(O)OCC/N=B/O" e_lumo_ev=0.3
O -1.20 -2.41 -1.87 -0.56
C -0.89 -1.87 -0.85 0.74
O -1.78 -1.58 0.12 -0.47
O 0.35 -1.50 -0.58 -0.35
C 0.66 -0.78 0.61 -0.42
C 0.18 0.69 0.58 -0.35
N 0.60 1.39 -0.56 0.48
B 1.03 1.60 -1.72 -0.41
O 1.53 2.04 -2.86 -0.53
H -2.66 -1.88 -0.16 0.34
H 1.75 -0.81 0.65 0.32
H 0.24 -1.28 1.49 0.37
H -0.91 0.71 0.63 0.27
H 0.58 1.18 1.47 0.24
H 0.93 2.21 -3.58 0.31



# 8
13
Properties=species:S:1:pos:R:3:mulliken_charge:R:1 method="wB97M-V/def2-TZVPD" charge=+1 max_force_ha_per_bohr=0.07072 de_lowest_ev=0.657 spin_multiplicity=1 homo_lumo_gap_ev=6.69 energy_ev=-155609.7066 homo_ha=-0.4904 e_lumo_ev=-6.7
C -0.37 0.11 0.90 -0.65
C -1.29 0.26 -0.30 -0.39
C 2.32 0.42 0.46 0.05
N -0.65 -0.14 -1.48 -0.38
S 0.97 1.30 0.81 0.21
Br -2.94 -0.93 0.18 -0.16
Br 2.42 -1.41 0.07 0.06
H -0.85 0.41 1.89 0.42
H 0.14 -0.88 1.08 0.44
H -1.77 1.16 -0.58 0.54
H 3.41 0.73 0.67 0.40
H -0.19 -1.10 -1.46 0.23
H -1.20 0.06 -2.25 0.24



# 9
13
Properties=species:S:1:pos:R:3:mulliken_charge:R:1 method="wB97M-V/def2-TZVPD" charge=+1 max_force_ha_per_bohr=0.07938 de_lowest_ev=0.000 spin_multiplicity=1 homo_lumo_gap_ev=9.43 energy_ev=-155610.3634 homo_ha=-0.5044 e_lumo_ev=-4.3
C -0.20 0.00 -0.98 -0.66
C 0.15 -0.85 1.19 -0.57
C -0.76 1.21 -0.23 0.02
N 0.76 -0.64 -0.12 -0.11
S -1.20 0.45 1.39 0.05
Br 0.94 2.52 -0.03 -0.07
Br -2.16 2.12 -0.94 0.13
H -1.04 -0.80 -1.13 0.39
H 0.47 0.23 -1.94 0.36
H -0.33 -1.92 1.20 0.34
H 0.74 -0.82 2.08 0.44
H 1.12 -1.54 -0.51 0.40
H 1.53 0.05 0.02 0.30



# 10
12
Properties=species:S:1:pos:R:3:mulliken_charge:R:1 method="wB97M-V/def2-TZVPD" max_force_ha_per_bohr=0.07653 de_lowest_ev=1.559 spin_multiplicity=1 homo_lumo_gap_ev=9.60 energy_ev=-83396.8432 homo_ha=-0.3429 e_lumo_ev=0.3
C -1.34 0.08 0.50 -0.49
C 1.32 0.90 -0.98 -0.80
C 0.37 0.13 0.11 -0.29
O 0.68 -1.19 0.33 -0.44
Br -2.32 1.61 0.01 -0.16
I 3.18 0.76 0.03 0.07
H -1.26 -0.13 1.55 0.36
H -1.85 -0.67 -0.08 0.33
H 1.48 0.54 -1.98 0.43
H 0.98 1.89 -1.27 0.37
H 0.59 0.78 1.04 0.30
H 0.59 -1.66 -0.57 0.34



# 11
14
Properties=species:S:1:pos:R:3:mulliken_charge:R:1 method="wB97M-V/def2-TZVPD" charge=+1 max_force_ha_per_bohr=0.08451 de_lowest_ev=0.126 spin_multiplicity=1 homo_lumo_gap_ev=9.27 energy_ev=-80317.1898 homo_ha=-0.5310 e_lumo_ev=-5.2
C 1.13 2.16 0.00 0.69
C 2.33 -1.03 -0.43 -0.23
C -0.22 0.17 0.10 0.00
N 0.34 1.30 0.35 -0.36
N -0.90 -0.46 1.04 -0.28
O 1.79 3.03 -0.15 -0.17
O 2.48 0.14 -0.30 -0.40
Br -3.99 -0.02 -0.22 -0.25
H 2.52 -1.51 -1.45 0.32
H 2.15 -1.64 0.47 0.33
H -0.06 -0.26 -0.92 0.54
H -1.44 -1.34 0.98 0.29
H -4.91 -0.61 -1.25 0.26
H -1.23 0.05 1.78 0.25



# 12
13
Properties=species:S:1:pos:R:3:mulliken_spin:R:1 method="wB97M-V/def2-TZVPD" max_force_ha_per_bohr=0.10087 de_lowest_ev=2.321 spin_multiplicity=3 s2=2.014 homo_lumo_gap_ev="7.12 / 7.48" energy_ev=-77714.9332 homo_ha="-0.2411 / -0.3538" e_lumo_ev="0.6 / -2.1"
C 0.14 0.06 -1.37 0.03
C 0.69 -0.77 -0.18 0.04
C 0.42 0.16 1.92 0.01
N -1.21 -0.22 -1.36 0.56
N -2.14 0.11 -0.70 0.69
N -0.13 -0.34 0.88 -0.01
Br -2.24 1.84 0.33 0.64
H 0.33 1.13 -1.32 0.02
H 0.62 -0.34 -2.26 0.01
H 0.53 -1.70 -0.47 0.00
H 1.73 -0.58 0.10 0.01
H -0.23 0.51 2.68 0.00
H 1.48 0.14 1.77 0.00